No. 1
{"formula": "C37H44F9IN4O29P", "method": "the ωB97M-V functional and the def2-TZVPD basis", "elements": ["C", "C", "C", "N", "C", "C", "C", "I", "C", "C", "N", "O", "C", "N", "C", "P", "N", "O", "H", "H", "H", "H", "H", "H", "H", "H", "H", "H", "H", "H", "H", "H", "H", "H", "H", "C", "C", "O", "C", "O", "O", "F", "H", "H", "H", "C", "C", "O", "C", "O", "O", "F", "H", "H", "H", "C", "C", "O", "C", "O", "O", "F", "H", "H", "H", "C", "C", "O", "C", "O", "O", "F", "H", "H", "H", "C", "C", "O", "C", "O", "O", "F", "H", "H", "H", "C", "C", "O", "C", "O", "O", "F", "H", "H", "H", "C", "C", "O", "C", "O", "O", "F", "H", "H", "H", "C", "C", "O", "C", "O", "O", "F", "H", "H", "H", "C", "C", "O", "C", "O", "O", "F", "H", "H", "H"], "positions_angstrom": [[3.654, 3.133, 4.031], [3.364, 2.643, 2.459], [3.530, 1.013, 2.417], [2.376, 0.264, 1.789], [1.067, 0.764, 1.170], [0.226, -0.567, 0.713], [-1.257, -0.711, 0.030], [-1.811, 1.258, -0.767], [-2.275, -1.272, 1.207], [-2.789, 0.001, 2.116], [1.041, -1.801, 1.027], [0.595, -3.044, 0.775], [1.326, -3.646, -0.387], [2.355, -4.114, -1.062], [2.302, -1.274, 1.674], [3.588, -2.580, 2.274], [3.947, -2.094, 3.989], [2.886, -4.168, 2.426], [3.233, 4.236, 4.104], [4.815, 3.082, 4.297], [3.002, 2.445, 4.719], [2.295, 3.045, 2.203], [4.182, 3.105, 1.744], [3.701, 0.611, 3.502], [4.522, 0.795, 1.790], [0.738, 1.902, 1.077], [-1.199, -1.445, -0.894], [-3.151, -1.924, 0.755], [-1.662, -1.973, 1.947], [-3.726, 0.536, 1.627], [-1.937, 0.807, 2.278], [-3.137, -0.312, 3.213], [3.967, -3.022, 4.504], [3.029, -1.655, 4.298], [2.107, -4.102, 3.078], [-3.194, 4.677, -4.563], [-1.956, 3.858, -4.434], [-1.299, 4.426, -3.324], [-2.295, 4.926, -2.540], [-2.151, 5.248, -1.372], [-3.478, 5.017, -3.220], [-1.164, 4.007, -5.519], [-3.038, 5.593, -5.143], [-4.020, 4.116, -5.008], [-2.138, 2.794, -4.249], [1.628, 0.366, -6.485], [1.211, 1.023, -7.756], [-0.197, 0.993, -7.696], [-0.496, 1.027, -6.367], [-1.600, 1.290, -5.920], [0.595, 0.738, -5.594], [1.607, 0.298, -8.826], [1.663, -0.726, -6.564], [2.599, 0.724, -6.131], [1.553, 2.058, -7.860], [4.040, -2.859, -4.559], [5.206, -2.033, -4.132], [5.506, -1.269, -5.277], [4.318, -1.123, -5.928], [4.115, -0.302, -6.807], [3.377, -2.004, -5.469], [6.272, -2.815, -3.850], [4.338, -3.777, -5.075], [3.388, -3.122, -3.722], [4.998, -1.367, -3.288], [-6.286, 2.288, -3.508], [-5.471, 1.342, -4.322], [-4.668, 0.690, -3.364], [-5.405, 0.699, -2.218], [-5.172, -0.004, -1.249], [-6.443, 1.587, -2.290], [-4.661, 2.012, -5.172], [-5.770, 3.235, -3.317], [-7.255, 2.502, -3.965], [-6.060, 0.602, -4.874], [6.597, -5.078, 1.490], [7.835, -5.897, 1.619], [8.492, -5.329, 2.729], [7.496, -4.829, 3.513], [7.640, -4.508, 4.681], [6.312, -4.739, 2.832], [8.627, -5.748, 0.533], [6.753, -4.162, 0.910], [5.771, -5.639, 1.044], [7.652, -6.961, 1.804], [-8.075, -1.642, 0.728], [-8.492, -0.985, -0.543], [-9.900, -1.015, -0.483], [-10.199, -0.981, 0.846], [-11.303, -0.718, 1.293], [-9.108, -1.270, 1.619], [-8.096, -1.710, -1.613], [-8.040, -2.733, 0.649], [-7.104, -1.284, 1.082], [-8.150, 0.050, -0.647], [-8.648, -4.025, -3.943], [-8.819, -5.444, -3.520], [-8.616, -6.170, -4.711], [-7.763, -5.406, -5.450], [-7.140, -5.815, -6.416], [-7.685, -4.126, -4.973], [-10.082, -5.671, -3.093], [-9.568, -3.589, -4.348], [-8.287, -3.389, -3.130], [-8.104, -5.775, -2.760], [6.192, 0.405, 7.467], [5.775, 1.062, 6.195], [4.367, 1.032, 6.255], [4.068, 1.066, 7.584], [2.964, 1.329, 8.031], [5.160, 0.777, 8.357], [6.171, 0.337, 5.125], [6.227, -0.687, 7.388], [7.163, 0.763, 7.820], [6.117, 2.097, 6.092], [2.544, 6.283, 7.489], [2.442, 7.744, 7.207], [3.539, 7.993, 6.358], [3.745, 6.822, 5.692], [4.420, 6.720, 4.681], [3.094, 5.778, 6.289], [2.606, 8.465, 8.339], [3.219, 6.058, 8.321], [1.570, 5.831, 7.695], [1.514, 8.041, 6.707]], "homo_lumo_gap_ev": 7.30, "charge": 1, "mol_weight_g_mol": 1337.62}


No. 2
{"formula": "C37H44HfN7SSb", "method": "the ωB97M-V functional and the def2-TZVPD basis", "elements": ["Hf", "C", "C", "C", "C", "C", "C", "C", "N", "N", "C", "C", "C", "C", "C", "C", "N", "C", "C", "C", "C", "C", "C", "N", "H", "H", "H", "H", "H", "H", "H", "H", "H", "H", "H", "H", "H", "H", "H", "H", "H", "H", "H", "H", "N", "C", "C", "C", "C", "C", "C", "S", "N", "C", "C", "C", "C", "C", "C", "N", "H", "H", "H", "H", "H", "H", "H", "H", "H", "C", "C", "Sb", "C", "C", "C", "C", "H", "H", "H", "H", "H", "H", "H", "H", "H", "H", "H", "H", "H", "H", "H"], "positions_angstrom": [[-0.513, -0.039, 0.540], [-1.710, -0.890, 3.524], [-3.075, -0.504, 2.980], [-3.433, -1.175, 1.680], [-4.683, -1.763, 1.541], [-5.021, -2.424, 0.373], [-4.075, -2.508, -0.640], [-2.850, -1.914, -0.438], [-2.522, -1.229, 0.681], [-0.585, -0.122, 2.885], [0.696, -0.862, 3.146], [0.716, -2.164, 2.389], [1.234, -3.322, 2.934], [1.204, -4.491, 2.181], [0.638, -4.463, 0.915], [0.139, -3.269, 0.434], [0.184, -2.130, 1.149], [-0.493, 1.215, 3.538], [0.077, 2.266, 2.627], [0.399, 3.525, 3.111], [0.861, 4.486, 2.229], [0.978, 4.166, 0.876], [0.636, 2.902, 0.466], [0.194, 1.953, 1.326], [-1.532, -1.951, 3.357], [-1.653, -0.715, 4.601], [-3.179, 0.582, 2.901], [-3.820, -0.796, 3.721], [-5.383, -1.710, 2.364], [-5.997, -2.879, 0.264], [-4.272, -3.038, -1.561], [-2.095, -1.978, -1.214], [0.792, -1.049, 4.218], [1.533, -0.217, 2.852], [1.642, -3.314, 3.937], [1.604, -5.412, 2.587], [0.580, -5.353, 0.304], [-0.296, -3.212, -0.556], [0.099, 1.137, 4.454], [-1.494, 1.516, 3.850], [0.293, 3.742, 4.167], [1.123, 5.474, 2.584], [1.329, 4.891, 0.155], [0.705, 2.611, -0.576], [-1.971, 0.740, -3.540], [-1.116, 0.227, -4.567], [-1.358, 0.570, -5.883], [-0.501, 0.097, -6.871], [0.587, -0.691, -6.530], [0.833, -1.015, -5.198], [-0.035, -0.561, -4.221], [0.225, -1.066, -2.550], [-0.740, 0.083, -1.652], [-1.747, 0.719, -2.245], [-2.632, 1.515, -1.346], [-3.740, 2.219, -1.774], [-4.443, 2.997, -0.858], [-3.990, 3.063, 0.446], [-2.875, 2.317, 0.798], [-2.218, 1.535, -0.064], [-2.747, 1.292, -3.875], [-2.199, 1.200, -6.150], [-0.685, 0.352, -7.906], [1.252, -1.059, -7.298], [1.685, -1.632, -4.939], [-4.084, 2.190, -2.799], [-5.316, 3.553, -1.172], [-4.481, 3.680, 1.186], [-2.488, 2.363, 1.808], [3.718, 1.612, 2.050], [3.822, 0.221, 1.440], [2.486, -0.128, -0.184], [3.136, 1.315, -1.606], [4.607, 1.119, -1.966], [3.191, -1.961, -1.004], [4.536, -2.423, -0.450], [4.498, 1.762, 2.796], [2.759, 1.775, 2.551], [3.838, 2.394, 1.298], [3.695, -0.576, 2.176], [4.805, 0.055, 0.995], [2.955, 2.310, -1.200], [2.484, 1.192, -2.475], [5.262, 1.248, -1.104], [4.909, 1.854, -2.712], [4.794, 0.132, -2.392], [3.237, -1.778, -2.079], [2.421, -2.718, -0.849], [5.327, -1.692, -0.618], [4.842, -3.345, -0.944], [4.487, -2.627, 0.621]], "homo_lumo_gap_ev": 6.32, "charge": 4, "mol_weight_g_mol": 919.13}


Which formula does entry 1 have?
C37H44F9IN4O29P